DFT (the ωB97M-V functional and the def2-TZVPD basis) results for a single C4H6OS molecule at a distorted geometry.

Structure (ORCA input):
```
! wB97M-V def2-TZVPD RIJCOSX def2/J DEFGRID3
* xyz 0 1
C -0.512 -0.523 -1.057
C -1.434 0.146 -0.333
S -1.354 0.882 1.237
C 0.434 0.586 1.402
O 1.110 0.687 0.149
C 0.891 -0.337 -0.704
H -0.859 -1.067 -1.962
H -2.475 0.125 -0.565
H 0.657 -0.407 1.738
H 0.871 1.275 2.119
H 1.344 -0.125 -1.659
H 1.328 -1.242 -0.365
*
```

Output
- relative energy (zero: lowest compared OMol25 entry of this formula, charge and spin) (kcal per mole) = 40.4
- structure (SMILES) = C1=CSCOC1
- DFT total energy (Ha) = -629.38284
- frontier orbital gap (eV) = 9.1
- LUMO level (eV) = 0.87